(1)
DFT (wB97M-V/def2-TZVPD) results for a structure of composition CH4NOPS in a non-equilibrium geometry.

```
9
CH4NOPS | the OMol25 dataset | wB97M-V/def2-TZVPD
C 0.077 -0.047 -1.244
N -0.038 0.355 1.564
O -1.036 0.702 -0.743
P 1.264 -0.343 0.814
S -1.511 0.207 0.767
H 0.057 -1.079 -1.375
H 0.379 0.609 -2.003
H 0.039 1.350 1.691
H 0.769 -1.754 0.529
```

Gap between HOMO and LUMO, eV: 9.15
E, Eh: -909.9349
E_HOMO, hartree: -0.311
ΔE to the lowest compared entry with this formula, charge and spin, eV: 1.905
F_max, eV/A: 4.2

=====

(2)
DFT (wB97M-V/def2-TZVPD) results for a cluster of 2 separate species, CH4NOS in total in a non-equilibrium geometry.

```
8
CH4NOS | the OMol25 dataset | wB97M-V/def2-TZVPD
S 0.371 0.200 2.464
H 1.146 1.043 1.853
C 0.097 -0.169 -1.809
N -0.636 -0.209 -0.661
O -0.285 -0.170 -2.985
H 1.105 -0.317 -1.428
H -1.726 -0.079 -0.854
H -0.311 -0.010 0.375
```

Gap between HOMO and LUMO, eV: 7.42
Charge: -1
E, Eh: -568.7343
E_HOMO, hartree: -0.121
ΔE to the lowest compared entry with this formula, charge and spin, eV: 0.447
F_max, eV/A: 4.0